# C40H71BrN5O7PS2

A 3-piece molecular cluster, C40H71BrN5O7PS2 overall in a non-equilibrium geometry (the ωB97M-V functional and the def2-TZVPD basis, the OMol25 dataset).

The geometry in XYZ format:
```
127
Properties=species:S:1:pos:R:3:forces:R:3
H 13.5855 -3.5345 -0.8558 0.2 0.0 0.1
C -1.9647 -0.2618 -4.3194 0.4 -0.7 -1.0
H 0.2104 4.2883 -4.0717 0.2 -0.9 0.4
C -6.8063 -1.4693 7.5119 0.1 -0.1 0.1
C -4.2637 -1.7355 1.8453 0.0 0.4 -0.6
H -6.7969 1.1904 8.2075 -0.2 0.0 -0.2
H -4.7779 -1.7620 -0.7832 -1.3 1.2 -0.1
H -6.3047 3.2551 2.1643 1.4 0.6 0.5
H 3.0366 -3.5661 -7.6437 -0.3 0.9 1.2
C 5.7002 -0.4212 0.5748 0.4 1.3 -0.1
C -1.9199 -1.6784 -3.5722 0.4 -0.5 -0.6
H -4.8668 4.4729 1.8719 -1.0 -1.4 0.9
H -10.2875 -1.2112 7.3085 -0.1 0.0 0.1
H -6.5032 -2.4927 7.7586 0.1 0.1 0.1
C -2.6754 0.0496 0.5768 2.7 0.5 -2.5
H 12.0400 -0.1482 -1.3858 0.0 -0.3 -0.2
H -9.9369 -0.8966 5.6064 0.0 0.1 0.0
H 2.9213 3.7947 -2.8307 -0.3 -0.8 0.2
C -5.0328 2.7121 -2.6901 0.2 0.6 0.7
H -4.4090 1.2712 5.3157 0.2 0.1 0.1
H -0.9819 -1.8365 -2.9346 -1.3 0.4 -0.9
C 4.0889 -2.8319 -5.7376 0.3 -0.1 -0.7
H -5.7135 0.8726 1.1047 1.3 0.2 0.7
H -5.4995 2.3456 6.2194 0.0 0.0 -0.1
P 0.8969 2.6539 -2.6501 -1.0 2.3 1.3
H -2.7700 -0.3591 -5.1460 1.0 0.4 1.4
H 7.8337 -0.4457 -2.3240 0.0 0.0 -0.1
H 4.2771 -0.7322 -5.9850 -0.2 -0.5 0.6
C -0.3909 0.5954 -1.6476 -3.5 -0.8 3.3
C -8.9138 0.6766 8.2783 0.4 0.2 -0.3
C -5.2401 3.5458 2.4546 1.4 0.1 -0.5
C 4.5285 -1.4988 -2.6469 -3.0 1.8 0.4
H 2.8228 2.8561 -1.4431 -0.1 -0.1 -0.8
O 9.8159 -0.9310 -2.7658 -0.3 0.2 0.3
C 1.8371 0.1173 -2.5926 3.5 -2.6 -1.3
H -6.4154 1.7012 -1.2686 1.8 -0.2 0.2
O -9.0387 0.4087 6.8868 -0.2 -0.5 0.3
H -9.2330 1.7153 8.4346 0.1 0.0 0.3
H 3.8341 -3.4364 -4.7877 0.4 0.8 -1.8
C -4.1861 2.3532 2.0827 -0.5 -0.3 0.8
C -5.7483 -0.8922 6.5786 -0.3 0.1 -0.1
O -6.1043 0.4031 6.1091 0.3 0.1 0.4
H 1.9146 -2.9473 -6.2433 1.3 0.2 -1.2
C -1.1352 0.0244 0.8927 -0.6 0.6 -3.2
O 11.8308 -2.4751 -1.1013 0.4 0.4 0.3
H -4.4565 0.2112 -2.6317 0.2 0.2 2.0
N -2.2207 0.9168 -3.4287 -0.2 -1.1 2.1
H -6.2508 -0.6556 -0.2414 1.3 -0.3 -0.8
C -4.5431 0.3421 -1.4828 -0.3 0.5 -1.0
C 11.2265 -2.3467 0.1797 -0.3 0.0 -0.4
C -1.9193 0.6034 -1.9973 1.5 0.0 2.0
N 4.4372 -1.4523 -5.2692 -0.7 -0.3 1.9
C 11.1323 0.4236 -1.2183 0.0 0.2 0.1
H -6.0735 -1.2461 -1.9632 0.9 0.7 1.4
O 0.5215 3.3647 -4.1671 1.0 -1.0 0.3
H 5.5177 -2.0736 -2.6464 -1.7 1.0 -0.1
C 10.2165 0.3936 -2.4362 0.1 -0.3 0.0
H -4.6313 2.1154 -3.5739 -0.5 0.6 1.3
H 8.2029 -0.7947 -4.0477 -0.2 0.1 0.0
H 6.3264 -0.7323 1.4932 -1.2 0.0 -1.3
H 11.9614 -2.0838 0.9487 0.0 0.0 -0.1
H 5.0335 -2.4739 -0.0034 -0.6 1.6 0.3
Br -0.3903 -0.3641 2.7110 -1.0 0.4 -1.7
C 2.5713 -0.2833 -1.2928 0.1 -0.3 -2.9
C -5.4744 -0.8861 -1.0394 0.3 -0.5 -0.9
H 2.8708 -1.7428 -7.2864 0.0 -1.7 0.6
H -3.4921 2.2599 3.0050 -0.9 0.0 -1.6
O 10.5305 0.0522 0.0240 0.0 -0.2 -0.2
C 13.2500 -2.5153 -1.0578 -0.4 -0.1 -0.2
H 1.6686 1.5338 -5.6626 0.3 -1.0 0.8
S 1.6747 0.1493 -5.5393 0.5 0.0 0.6
C -5.2687 1.7997 -1.3549 0.0 0.4 -1.1
H -3.1329 -0.0751 2.7250 -0.8 0.0 -1.8
H 11.4636 1.4588 -1.0822 -0.2 0.0 0.1
H -5.1357 3.8261 3.5701 -0.5 -0.6 -1.8
H 3.7398 -1.5505 0.9090 1.2 0.4 -1.0
H -4.0822 -2.1393 2.9108 -0.2 0.6 -1.8
H -4.7789 -0.8757 7.0902 -0.1 0.1 0.0
C -3.0475 0.3240 -0.9373 2.9 0.2 0.6
O -6.9586 -0.8065 8.7684 0.0 0.1 -0.3
H 9.3356 -1.5492 -0.5554 0.2 -0.1 -0.2
H -5.4087 0.6769 2.8970 0.7 0.2 -1.6
C 2.8977 -2.7918 -6.8179 -0.1 0.2 0.7
C 10.1091 -1.3050 0.1722 0.0 0.0 0.1
C -4.8895 0.9034 1.8841 0.7 0.5 1.3
H -7.4330 0.8627 9.7938 -0.1 -0.2 0.0
H -3.5248 2.6079 1.1820 -1.0 -0.3 1.3
H 8.1515 -2.1039 -2.8452 0.1 0.0 -0.1
N 5.9854 0.7366 0.0227 -0.5 -2.7 1.5
C -6.3509 3.4969 -3.1618 1.0 -0.5 -1.0
H 9.3475 1.0373 -2.2563 0.0 -0.1 0.0
H -2.8268 -1.8966 -2.9123 1.1 0.5 -0.9
C -7.4691 0.5281 8.7518 0.0 0.0 0.1
H 10.7591 0.7892 -3.3013 0.1 0.3 0.1
H -5.3807 -1.7962 1.5976 1.6 0.1 0.5
H -6.9776 2.7576 -3.7908 0.6 1.2 1.3
C 8.4266 -1.0609 -3.0112 0.2 0.0 0.0
H -4.8643 2.4234 -0.4922 -0.7 -1.1 -1.0
H -3.7154 -2.3520 1.0468 -0.7 0.7 1.5
H 13.6208 -2.2035 -2.0350 0.0 -0.1 0.0
N 2.6375 2.8718 -2.4612 -0.9 0.1 -0.6
C 3.8960 -1.0847 -1.3012 -1.5 0.9 -2.2
C 4.5546 -1.4282 0.1135 0.5 -0.3 -1.2
C -10.1456 -0.4216 6.5658 0.3 0.3 -0.1
H -5.6573 -1.5385 5.6990 0.0 -0.3 0.1
H -6.9341 3.9612 -2.3009 0.7 -0.6 -1.2
H 13.6512 -1.8261 -0.3099 0.0 0.0 0.1
H -4.2112 3.4787 -2.4089 -1.3 -1.2 -0.6
H -9.5594 0.0228 8.8752 0.0 0.0 -0.1
H 10.7969 -3.3254 0.4309 -0.1 0.1 0.2
H -5.9972 4.2952 -3.9221 -0.8 -1.0 1.4
C 2.4987 -0.3170 -3.9582 1.3 0.0 3.5
C -0.0291 0.2977 -0.1779 -2.5 0.0 -1.2
H -0.9806 -0.0526 -4.8784 -1.4 -0.7 0.9
H -4.4712 1.2237 7.1151 0.0 0.0 -0.1
H -1.6983 1.7523 -3.7199 -0.2 -0.7 0.2
H -7.7673 -1.5666 7.0160 -0.1 0.2 -0.2
H 9.6183 -1.3486 1.1503 0.2 0.1 0.0
C 3.8356 -1.1097 -3.9766 -1.3 1.3 1.9
N 0.5954 0.9049 -2.7016 1.8 -0.6 1.7
C -3.7318 -0.1911 1.7375 0.5 -0.4 1.0
C -5.0543 1.3499 6.1955 -0.3 -0.1 -0.1
H -1.9003 -2.4920 -4.3957 0.0 1.3 1.3
H 6.7632 1.1354 0.5879 -0.6 -0.2 -0.6
S 1.7784 0.3013 0.2994 -0.9 -0.5 -1.8
H 5.0223 -3.2549 -6.2504 -1.3 0.4 0.9
H -11.0495 0.1845 6.4765 -0.2 -0.1 0.0
```
Positions in Å, forces in eV/Å.

Results
Maximum force   4.89 eV Å⁻¹
Total energy   -165401.83356 eV